[1]
C5H9NO | ωB97M-V with the def2-TZVPD basis set

The geometry in XYZ format:
```
16
Properties=species:S:1:pos:R:3:forces:R:3
C 0.1864 -2.1197 -1.0966 0.36 -0.32 -0.23
C 0.3819 -1.6379 0.1202 -0.42 -0.15 -0.43
C 0.8329 -0.2492 0.4151 -0.78 0.30 0.72
C -0.3436 0.7808 0.5136 0.69 0.06 0.46
N 0.1472 1.9689 1.1893 -0.06 -0.55 0.23
C -1.0744 1.0169 -0.7867 0.58 -0.89 0.28
O -1.2275 2.0791 -1.3206 -0.15 0.14 -0.04
H -0.0565 -3.1603 -1.2524 -0.31 -0.05 0.02
H 0.3473 -1.5390 -1.9988 0.14 0.08 0.07
H 0.1247 -2.2727 0.9594 0.19 -0.05 0.15
H 1.1735 -0.2189 1.4489 0.51 -0.02 -0.12
H 1.6390 0.0458 -0.2402 0.13 0.33 -0.29
H -1.0104 0.2298 1.1923 -0.38 0.37 -0.14
H -0.6006 2.6091 1.4079 0.08 0.24 -0.23
H 0.8802 2.4208 0.6598 -0.22 0.20 -0.07
H -1.4001 0.0463 -1.2112 -0.36 0.29 -0.38
```
Forces are in eV/Å.

Calculated values
- E_LUMO (eV) = 1.0
- Kohn-Sham gap (eV) = 10.196
- SMILES string = C=CC[C@@H](N)C=O
- HOMO level (eV) = -9.19
- total charge = 0
- E_tot (eV) = -8867.2321

[2]
CH4OP2 | ωB97M-V with the def2-TZVPD basis set

The geometry in XYZ format:
```
8
Properties=species:S:1:pos:R:3:forces:R:3
C -0.0162 0.7841 -0.0702 0.84 0.25 -0.13
O 3.1286 -1.0623 0.2061 0.02 -1.30 0.17
P 2.9880 0.3661 -0.0040 -0.92 1.48 -0.17
P -0.7171 -0.8265 0.0624 -0.44 -0.22 -0.06
H -0.2010 1.4673 0.7456 0.09 0.10 0.11
H -0.0668 1.2421 -1.0482 0.09 0.10 -0.09
H 0.2258 -1.5536 -0.6692 0.20 -0.25 -0.23
H -0.1955 -1.1885 1.3027 0.12 -0.16 0.41
```
Forces are in eV/Å.

Calculated values
- E_LUMO (alpha / beta) (eV) = -0.9 / -1.1
- Kohn-Sham gap (alpha / beta) (eV) = 6.882 / 6.297
- HOMO level (alpha / beta) (eV) = -7.76 / -7.39
- total charge = 0
- E_tot (eV) = -21723.5552

[3]
C19H25N4O7PPb | ωB97M-V with the def2-TZVPD basis set

The geometry in XYZ format:
```
57
Properties=species:S:1:pos:R:3:forces:R:3
C -2.4535 0.1778 -4.0809 0.05 -0.28 0.12
C -2.3653 -1.1205 -3.5733 0.15 0.47 0.36
C -1.7814 -1.3537 -2.3073 -0.31 -0.14 -0.26
C -1.3596 -0.2555 -1.5304 0.17 -0.06 0.22
C -1.4705 1.0414 -2.0435 0.21 -0.28 -0.45
C -1.9857 1.2465 -3.3285 0.19 0.41 0.53
C -1.7051 -2.7893 -1.8214 0.04 -0.04 0.18
C -0.3890 -3.6133 -2.0756 0.07 -0.93 -0.69
N 0.9289 -3.0230 -2.1026 -0.76 1.72 1.79
Pb -0.0270 -0.4647 0.3275 0.80 -2.23 -1.83
C -1.0590 2.2677 -1.2396 -0.60 0.00 -0.10
P 0.5912 2.3411 -0.5443 -0.33 0.92 -0.05
H -2.7715 -1.9588 -4.1465 0.23 0.27 0.19
H -2.0299 2.2748 -3.6875 -0.17 -0.30 -0.19
H -2.8939 0.3719 -5.0542 0.07 -0.12 0.11
H -1.7764 2.4346 -0.4202 0.15 0.23 -0.20
H -1.0475 3.1443 -1.8957 -0.33 0.08 0.05
H -1.9375 -2.8321 -0.7413 0.05 0.10 -0.67
H -2.4951 -3.3652 -2.3476 0.37 0.33 0.46
H -0.3487 -4.3618 -1.2641 -0.19 0.10 -0.57
C 1.0808 4.0184 -0.1979 0.07 0.30 0.13
C 1.7334 1.6473 -1.7398 0.60 -0.60 0.13
H -0.5437 -4.1535 -3.0349 -0.02 0.05 0.45
C 1.3439 -2.1640 -3.1761 0.18 -0.31 -0.56
C 1.9421 -3.5365 -1.2022 0.13 -0.49 -0.21
H -0.0169 1.8546 2.0808 -0.45 0.05 2.14
H 1.7768 -2.7434 -4.0180 -0.14 0.31 0.13
H 0.4956 -1.5755 -3.5590 0.29 -0.21 0.08
H 2.1297 -1.4727 -2.8263 -0.20 -0.15 -0.10
H 2.4838 -4.3975 -1.6455 -0.08 0.26 0.29
H 2.6924 -2.7636 -0.9619 -0.26 -0.20 -0.09
H 1.4673 -3.8769 -0.2637 0.29 0.13 -0.38
H 2.0169 2.4885 -2.3911 -0.09 -0.08 0.23
H 2.6471 1.2370 -1.2844 -0.24 0.21 -0.09
H 1.2693 0.8776 -2.3714 -0.09 0.14 0.32
H 0.8065 4.6242 -1.0735 0.18 0.03 0.32
H 0.5842 4.3829 0.7137 0.09 0.01 -0.41
H 2.1690 4.0393 -0.0400 -0.28 0.09 -0.08
H 0.4381 1.8247 0.7987 0.99 0.10 -1.91
O -0.1056 -1.1004 8.0048 -1.08 -1.00 -2.53
N -0.6606 -1.7792 7.1085 0.30 -0.90 3.83
O -1.1699 -2.8915 7.3265 0.78 2.05 -1.16
C -0.7169 -1.2400 5.7644 0.38 1.20 -1.27
C -0.1304 0.0067 5.4820 -0.05 -0.88 0.78
C -0.1514 0.5514 4.1829 -0.66 -0.98 0.54
C -0.8792 -0.1662 3.1722 -0.59 0.93 -2.10
O -1.2019 0.4313 2.0425 0.56 -0.25 1.72
C -1.2901 -1.5214 3.4404 0.24 0.48 1.57
C -1.3014 -2.0213 4.7513 0.42 0.54 -0.75
N -1.6815 -2.4173 2.3826 -0.96 -2.42 -2.27
O -2.4097 -3.3947 2.5775 1.93 2.89 0.05
O -1.1547 -2.2535 1.2054 -1.29 -0.50 2.71
N 0.4241 1.8289 4.0037 0.37 2.01 2.05
O 0.9185 2.4804 4.9252 -1.38 -2.18 -3.20
O 0.3713 2.4621 2.8039 0.17 -0.75 0.52
H 0.3518 0.5689 6.2787 -0.09 -0.24 0.04
H -1.7103 -3.0071 4.9601 0.11 0.11 0.08
```
Forces are in eV/Å.

Calculated values
- E_LUMO (alpha / beta) (eV) = -9.3 / -9.2
- Kohn-Sham gap (alpha / beta) (eV) = 3.564 / 3.566
- HOMO level (alpha / beta) (eV) = -12.81 / -12.81
- total charge = +2
- E_tot (eV) = -54910.1074

[4]
C4H6N2O2 | ωB97M-V with the def2-TZVPD basis set

The geometry in XYZ format:
```
14
Properties=species:S:1:pos:R:3:forces:R:3
H 1.4602 2.4257 -0.3431 -0.24 -1.49 0.63
N 1.5967 1.4100 -0.0709 0.62 5.44 -1.08
C 0.6280 0.6608 0.0348 -2.39 -1.72 -0.48
C 1.1933 -0.7349 0.1008 3.13 0.79 -0.69
O 0.5378 -1.6784 -0.1071 -0.61 -3.42 0.57
O 2.5453 -0.7247 0.0652 -0.70 1.01 0.05
N -0.8245 0.8179 -0.0801 1.21 0.83 0.59
C -1.4067 -0.1527 0.8184 -5.44 -1.03 -0.34
C -1.5304 -0.3914 -0.7220 -1.96 2.04 2.39
H 2.6928 0.3128 -0.0845 0.00 -1.83 0.67
H -1.0566 -0.7342 1.7111 0.89 0.41 -1.73
H -2.5158 0.0696 1.1242 2.15 0.60 -0.32
H -0.8080 -0.9519 -1.1184 1.65 -2.39 -1.70
H -2.5120 -0.3285 -1.3283 1.68 0.76 1.45
```
Forces are in eV/Å.

Calculated values
- E_LUMO (eV) = 0.2
- Kohn-Sham gap (eV) = 9.553
- SMILES string = [H]/N=C(/C(=O)O)N1CC1
- HOMO level (eV) = -9.33
- total charge = 0
- E_tot (eV) = -11316.7583

The records above give, respectively, relative energy (zero: lowest compared OMol25 entry of this formula, charge and spin) values of 1.981, 2.453, 0.000, 4.284 eV.